This record from OMol25 describes a cluster of 2 separate species, C4H8N2O in total in a non-equilibrium geometry. The level of theory is the ωB97M-V functional and the def2-TZVPD basis.

Atoms and positions in Å:
1 C 0.55264 -1.54530 -2.13303
2 C -0.06833 -0.44440 -1.33556
3 C -0.50048 0.82280 -1.59224
4 N -1.25033 1.31203 -0.55850
5 C -1.27686 0.39494 0.35415
6 N -0.53512 -0.70089 -0.05218
7 H 0.54598 -2.48145 -1.59410
8 H 1.56991 -1.33034 -2.45987
9 H -0.01506 -1.65184 -3.05430
10 H -0.35099 1.40656 -2.48535
11 H -1.80730 0.33289 1.28940
12 H -0.19426 -1.48085 0.45530
13 H 1.23107 0.84746 4.13245
14 H 2.06352 -0.38608 3.93225
15 O 2.11984 0.56942 3.97876

Cartesian forces (eV/Å) of the 6 atoms listed first:
C 0.210 0.763 -0.536
C -0.226 -0.109 0.963
C 0.053 -0.126 -0.486
N -0.476 0.627 0.213
C 1.016 -1.408 -0.059
N -0.266 0.797 -1.068

Its charge is 0. As for the structure (SMILES): Cc1cnc[nH]1.O. The energy above the lowest of the compared OMol25 structures with the same formula, charge and spin comes out at 1.194 eV. The HOMO energy comes out at -0.3154 Eh.

Here are the Mulliken charges for atoms 1 to 8, given in e:
1. C -1.069
2. C 0.591
3. C -0.492
4. N -0.584
5. C -0.144
6. N -0.106
7. H 0.314
8. H 0.278

---

This record from OMol25 describes the molecule C4H8N2O in a non-equilibrium geometry. The level of theory is the ωB97M-V functional and the def2-TZVPD basis.

Atoms and positions in Å:
1 C 1.31946 0.49976 0.49460
2 N -0.08932 0.07196 0.14971
3 C -0.60453 0.60077 -1.14729
4 C -0.54320 -1.38942 0.07989
5 O 0.08586 -2.29273 0.91478
6 C -0.94681 1.95867 -1.13111
7 N -1.31440 3.07035 -1.12042
8 H 1.31903 1.58944 0.39376
9 H 1.63418 0.26912 1.52119
10 H 2.04435 0.10958 -0.21932
11 H -0.65033 0.48797 0.89172
12 H 0.03014 0.20084 -1.93317
13 H -0.42543 -1.70461 -0.95546
14 H -1.61971 -1.29336 0.24523
15 H -0.23929 -2.17836 1.81589

Cartesian forces (eV/Å) of the 6 atoms listed first:
C 0.182 0.021 -0.076
N 0.046 0.190 0.205
C 0.119 0.014 -0.028
C -0.197 0.066 -0.212
O 0.244 0.383 0.333
C -0.230 0.874 -0.046

Its charge is 0. The energy above the lowest of the compared OMol25 structures with the same formula, charge and spin comes out at 4.048 eV. The HOMO energy comes out at -0.2687 Eh.

Here are the Mulliken charges for atoms 1 to 8, given in e:
1. C -0.831
2. N -0.064
3. C -0.717
4. C -0.427
5. O -0.498
6. C 0.399
7. N -0.530
8. H 0.347

---

Number 1: LUMO energy 0.49 eV. Number 2: LUMO energy -0.01 eV.